No. 1
The following is a quantum chemistry calculation of a structure of composition C22H16N3O7Zr, from the OMol25 dataset.

Summary:
Calculated total energy = -1585.9844 hartree
Total charge = +1
Molecular weight = 525.61 g/mol
Energy above the lowest of the compared OMol25 structures with the same formula, charge and spin = 4.0 kJ/mol
HOMO = -11.012 eV

Geometry (Å):
Zr  0.20824  -0.03226  0.29882
O  -0.07540  -1.24759  4.50948
C  0.20050  -0.70217  3.35999
O  -0.30038  -1.05827  2.29528
C  1.17984  0.41816  3.37202
C  1.84485  0.95813  4.44884
C  2.70534  2.03082  4.19681
C  2.85959  2.51610  2.90986
C  2.14585  1.90132  1.88707
N  1.34176  0.88557  2.13252
C  2.16376  2.30550  0.42340
O  2.78148  3.25313  0.04227
O  1.40973  1.49247  -0.30073
H  -0.72517  -1.96313  4.39623
H  1.70272  0.56621  5.44569
H  3.24681  2.48292  5.01661
H  3.50757  3.34924  2.67569
C  -4.29847  3.32302  1.85053
O  -3.34171  2.42627  1.30352
C  -3.37242  2.23615  -0.03646
C  -4.23416  2.86355  -0.91657
C  -4.18153  2.58710  -2.28596
C  -3.26997  1.68892  -2.77721
C  -2.37150  1.05071  -1.90445
C  -1.44735  0.08612  -2.45073
N  -0.47856  -0.44954  -1.79815
N  0.22653  -1.44161  -2.48216
C  1.00666  -2.06877  -1.66500
O  1.06272  -1.70769  -0.37440
C  1.85942  -3.17761  -2.11101
C  1.84902  -3.57371  -3.44879
C  2.65781  -4.61608  -3.86210
C  3.47788  -5.26750  -2.94780
C  3.48871  -4.87582  -1.61799
C  2.68073  -3.83129  -1.19720
C  -2.43139  1.31689  -0.53438
O  -1.60631  0.70671  0.33119
H  -4.12687  3.32755  2.92251
H  -5.31635  2.98252  1.64890
H  -4.16413  4.33310  1.45769
H  -4.96103  3.57320  -0.54954
H  -4.86891  3.08649  -2.95389
H  -3.22661  1.46801  -3.83570
H  -1.58852  -0.23630  -3.48000
H  1.20770  -3.05865  -4.14995
H  2.65143  -4.92308  -4.89911
H  4.11007  -6.08231  -3.27512
H  4.12755  -5.38367  -0.90800
H  2.68247  -3.51879  -0.16246

No. 2
The following is a quantum chemistry calculation of a cluster of 2 separate species, C22H16N5O2 in total at a distorted geometry, from the OMol25 dataset.

Summary:
Calculated total energy = -1272.0692 hartree
Total charge = -1
Molecular weight = 382.40 g/mol
Energy above the lowest of the compared OMol25 structures with the same formula, charge and spin = 0.0 kJ/mol
HOMO = -2.791 eV

Geometry (Å):
C  -5.13863  0.46394  -2.71022
C  -4.49992  -0.74568  -2.40668
C  -3.10531  -0.82837  -2.38195
C  -2.31883  0.30694  -2.69609
C  -0.85827  0.28911  -2.73363
N  -0.25246  1.45756  -2.86790
C  0.96352  1.76723  -3.18270
C  1.43545  3.09793  -3.10604
N  1.97685  4.13873  -3.08903
C  -0.09027  -0.96336  -2.71348
C  -0.51410  -2.07716  -3.47319
C  0.29171  -3.21472  -3.57340
C  1.53426  -3.25561  -2.93087
C  1.95725  -2.15791  -2.16990
C  1.14998  -1.02702  -2.05259
C  -2.97052  1.51523  -3.00038
C  -4.36320  1.58826  -3.02463
H  -6.22908  0.52527  -2.71052
H  -5.09047  -1.63867  -2.18873
H  -2.61559  -1.77277  -2.13465
H  1.67986  1.05405  -3.63200
H  -1.46724  -2.02705  -4.00845
H  -0.05419  -4.06408  -4.16787
H  2.17104  -4.13908  -3.02140
H  2.92334  -2.17592  -1.66436
H  1.46276  -0.18507  -1.42675
H  -2.35726  2.38296  -3.24179
H  -4.84063  2.52711  -3.29588
H  0.34084  2.95172  2.82439
C  0.88026  2.00224  2.70420
C  1.31147  1.27606  3.85042
C  1.04013  1.69082  5.19834
C  1.45484  0.94088  6.28322
C  2.17537  -0.25629  6.07552
N  2.61557  -1.04212  7.17574
O  3.26058  -2.09164  6.93298
O  2.35313  -0.67273  8.34386
C  2.46743  -0.68196  4.76394
C  2.04649  0.07045  3.68119
N  1.11286  1.52840  1.47687
N  1.10962  1.48093  0.31284
H  0.48796  2.61757  5.36353
H  1.24929  1.22985  7.31202
H  3.02403  -1.60582  4.62742
H  2.29009  -0.28023  2.67856

No. 3
The following is a quantum chemistry calculation of a structure of composition C22H16N6O7S2Tc at a distorted geometry, from the OMol25 dataset.

Summary:
Calculated total energy = -2580.5225 hartree
Total charge = -1
Molecular weight = 638.54 g/mol
Energy above the lowest of the compared OMol25 structures with the same formula, charge and spin = 0.0 kJ/mol
HOMO (alpha / beta) = -4.822 / -4.823 eV

Geometry (Å):
Tc  -0.10703  1.07533  -0.46171
O  -3.04245  2.85930  1.75355
C  -2.09053  2.25731  1.29694
O  -1.86295  2.03427  0.03128
C  -1.02952  1.67197  2.21182
C  -1.05232  1.61500  3.59389
C  -0.01358  0.95370  4.23910
C  1.00403  0.34948  3.50765
C  0.96674  0.45370  2.13156
N  -0.02186  1.12026  1.54815
C  1.89563  -0.21655  1.13481
O  2.78970  -0.94299  1.51796
O  1.53571  -0.05852  -0.11330
H  -1.87672  2.06961  4.12427
H  -0.00740  0.88948  5.31960
H  1.81060  -0.20013  3.97075
O  0.73316  2.88178  -0.75899
N  0.73187  3.79827  0.24582
C  -0.31180  4.66035  0.24897
C  -0.42001  5.64412  1.18281
C  0.59989  5.74072  2.14878
C  1.65133  4.87688  2.11575
C  1.77873  3.85054  1.13080
S  3.06733  2.78429  1.07082
H  -1.04061  4.46378  -0.52100
H  -1.28271  6.29164  1.18073
H  0.55014  6.49947  2.91994
H  2.45008  4.93030  2.84095
N  1.81847  -6.45072  -1.63311
C  0.98622  -5.39122  -1.26633
C  -0.32270  -5.32261  -1.74258
C  -1.15580  -4.28937  -1.35058
C  -0.69275  -3.32537  -0.46975
C  0.60701  -3.38713  0.01731
C  1.44061  -4.41363  -0.37972
S  -1.74088  -1.99158  0.01381
O  -3.08109  -2.33398  -0.37376
O  -1.45801  -1.67607  1.38886
N  -1.19410  -0.70825  -0.82523
C  -1.11919  -0.65364  -2.16989
N  -1.57596  -1.55045  -3.04231
C  -1.36758  -1.26011  -4.32064
C  -0.72562  -0.11314  -4.76679
C  -0.27308  0.76165  -3.78987
N  -0.46445  0.49859  -2.51091
H  1.59247  -6.87685  -2.51704
H  2.80325  -6.25695  -1.54812
H  -0.68466  -6.08269  -2.42549
H  -2.16639  -4.21339  -1.72604
H  0.97711  -2.63730  0.70107
H  2.45531  -4.45414  -0.00189
H  -1.73679  -1.99011  -5.03470
H  -0.57928  0.08472  -5.81741
H  0.25243  1.68038  -4.02057

No. 4
The following is a quantum chemistry calculation of an isolated molecule of C22H17ClN2O3, from the OMol25 dataset.

Summary:
Calculated total energy = -1644.0477 hartree
Total charge = 0
Molecular weight = 392.84 g/mol
Energy above the lowest of the compared OMol25 structures with the same formula, charge and spin = 0.0 kJ/mol
HOMO = -8.525 eV
SMILES = Cc1ccc(N2C(=O)c3ccccc3N[C@]2(C(=O)O)c2ccccc2)cc1Cl

Geometry (Å):
C  -4.90550  -2.07132  0.78622
C  -3.46532  -1.71307  0.60383
C  -2.48980  -2.12739  1.50087
C  -1.16244  -1.77593  1.34470
C  -0.77393  -1.00785  0.25569
N  0.58213  -0.62215  0.11857
C  1.56007  -1.59228  0.08048
O  1.29156  -2.77494  0.10120
C  2.94430  -1.07619  0.08491
C  4.00894  -1.93788  -0.15180
C  5.30964  -1.48770  -0.03671
C  5.55182  -0.17444  0.34207
C  4.50465  0.69488  0.58178
C  3.19253  0.25518  0.44090
N  2.10508  1.07178  0.69305
C  0.91591  0.78077  -0.08166
C  1.19214  1.03345  -1.58607
O  0.72214  0.40567  -2.49186
O  2.04568  2.04706  -1.76265
C  -0.21368  1.66426  0.42017
C  -0.50168  1.63009  1.77963
C  -1.53619  2.39035  2.29054
C  -2.28779  3.19437  1.44961
C  -1.99496  3.24076  0.09846
C  -0.95989  2.47942  -0.41762
C  -1.72152  -0.61263  -0.67894
C  -3.04652  -0.95268  -0.48485
Cl  -4.20919  -0.40487  -1.64171
H  -5.04604  -2.65420  1.69210
H  -5.26009  -2.65102  -0.06511
H  -5.51445  -1.16999  0.84513
H  -2.78139  -2.73014  2.34807
H  -0.42312  -2.10404  2.05754
H  3.78561  -2.95956  -0.41820
H  6.13472  -2.15585  -0.22890
H  6.56774  0.17772  0.44472
H  4.69291  1.71860  0.87156
H  2.30936  2.05742  0.78264
H  2.22752  2.17940  -2.70730
H  0.08787  0.99933  2.42704
H  -1.75808  2.35269  3.34624
H  -3.10021  3.78380  1.84697
H  -2.57609  3.86673  -0.56145
H  -0.75030  2.51904  -1.47609
H  -1.42622  -0.06266  -1.55716